(1)
A cluster of 2 separate species, C48H44F2N3O in total. Source: the Open Molecules 2025 dataset; level of theory: ωB97M-V with the def2-TZVPD basis set.

Geometry (Å):
F (-6.472, 2.985, -1.377)
C (-5.148, 2.622, -1.472)
C (-4.501, 2.757, -2.694)
C (-3.138, 2.425, -2.754)
C (-2.470, 1.955, -1.628)
C (-3.142, 1.802, -0.395)
C (-2.353, 1.411, 0.777)
C (-2.960, 1.088, 2.064)
C (-2.167, 1.201, 3.224)
C (-2.745, 1.235, 4.487)
C (-4.126, 1.054, 4.639)
C (-4.865, 0.735, 3.502)
F (-6.190, 0.391, 3.653)
C (-4.316, 0.728, 2.223)
C (-4.498, 2.190, -0.321)
H (-5.031, 3.145, -3.559)
H (-2.590, 2.552, -3.690)
H (-1.403, 1.723, -1.660)
H (-1.444, 2.023, 0.882)
H (-1.086, 1.291, 3.105)
H (-2.121, 1.434, 5.360)
H (-4.623, 1.125, 5.603)
H (-4.943, 0.434, 1.380)
H (-5.045, 2.203, 0.615)
C (2.226, -0.060, 5.272)
C (2.212, 0.214, 3.799)
C (1.564, 1.349, 3.308)
C (1.472, 1.598, 1.929)
C (0.882, 2.857, 1.373)
C (2.007, 0.640, 1.072)
N (1.603, 0.648, -0.310)
C (2.350, 1.191, -1.352)
C (3.137, 2.414, -1.158)
C (2.945, 3.469, -2.081)
C (3.459, 4.734, -1.807)
C (4.247, 4.939, -0.666)
C (4.521, 3.880, 0.206)
C (3.989, 2.616, -0.043)
N (2.136, 0.527, -2.463)
N (1.191, -0.461, -2.151)
C (1.009, -1.533, -3.096)
C (2.160, -2.098, -3.688)
C (3.540, -1.841, -3.175)
C (2.009, -2.926, -4.800)
C (0.747, -3.278, -5.283)
C (0.609, -4.135, -6.505)
C (-0.380, -2.808, -4.608)
C (-0.277, -1.938, -3.518)
C (-1.530, -1.467, -2.862)
C (0.868, -0.384, -0.851)
C (-0.254, -0.910, -0.066)
O (-1.222, -0.108, 0.206)
C (-0.251, -2.235, 0.489)
C (0.865, -3.176, 0.326)
C (-1.332, -2.476, 1.422)
C (-2.673, -2.331, 1.018)
C (-3.670, -2.234, 1.972)
C (-3.358, -2.314, 3.331)
C (-2.049, -2.597, 3.736)
C (-1.057, -2.790, 2.775)
C (2.850, -0.380, 1.530)
C (3.740, -1.155, 0.601)
C (2.864, -0.640, 2.906)
H (2.960, -0.835, 5.513)
H (2.480, 0.845, 5.836)
H (1.245, -0.401, 5.632)
H (1.122, 2.063, 4.007)
H (0.370, 2.674, 0.419)
H (0.166, 3.284, 2.087)
H (1.657, 3.613, 1.171)
H (2.338, 3.270, -2.965)
H (3.244, 5.565, -2.479)
H (4.649, 5.928, -0.450)
H (5.143, 4.032, 1.091)
H (4.205, 1.780, 0.627)
H (4.243, -2.451, -3.757)
H (3.821, -0.787, -3.295)
H (3.669, -2.132, -2.121)
H (2.903, -3.305, -5.303)
H (-0.331, -4.697, -6.474)
H (0.608, -3.534, -7.425)
H (1.443, -4.842, -6.577)
H (-1.375, -3.100, -4.949)
H (-2.371, -1.626, -3.550)
H (-1.757, -2.040, -1.949)
H (-1.504, -0.399, -2.609)
H (0.573, -4.184, 0.659)
H (1.172, -3.249, -0.728)
H (1.744, -2.895, 0.927)
H (-2.910, -2.307, -0.046)
H (-4.696, -2.052, 1.649)
H (-4.144, -2.152, 4.069)
H (-1.804, -2.673, 4.798)
H (-0.037, -3.093, 3.045)
H (4.527, -1.645, 1.195)
H (3.205, -1.951, 0.063)
H (4.241, -0.512, -0.142)
H (3.429, -1.501, 3.278)

Properties
lowest unoccupied orbital energy	-3.986	eV
highest occupied orbital energy	-9.55	eV
ΔE to the lowest compared entry with this formula, charge and spin	0.2	kcal per mole
F_max	5.2	eV/Å
HOMO-LUMO gap	5.57	eV
total charge	+1

(2)
A cluster of 10 separate species, C48H44F7N3 in total. Source: the Open Molecules 2025 dataset; level of theory: ωB97M-V with the def2-TZVPD basis set.

Geometry (Å):
F (0.547, 2.061, -0.477)
C (0.246, 0.837, -0.155)
C (0.946, -0.302, -0.535)
C (0.502, -1.601, -0.096)
C (-0.605, -1.688, 0.608)
C (-1.355, -0.567, 1.010)
C (-0.941, 0.681, 0.536)
H (1.816, -0.143, -1.155)
H (1.139, -2.457, -0.265)
H (-0.905, -2.673, 0.934)
H (-2.116, -0.653, 1.772)
H (-1.382, 1.611, 0.862)
F (-3.022, 6.041, -0.620)
C (-1.937, 5.975, 0.216)
C (-1.665, 4.766, 0.845)
C (-0.493, 4.711, 1.589)
C (0.309, 5.874, 1.705)
C (-0.024, 7.051, 1.072)
C (-1.160, 7.096, 0.292)
H (-2.242, 3.861, 0.720)
H (-0.194, 3.782, 2.051)
H (1.236, 5.839, 2.257)
H (0.528, 7.954, 1.287)
H (-1.520, 7.967, -0.236)
F (0.927, 5.260, -6.597)
C (1.169, 5.104, -5.289)
C (0.992, 6.208, -4.421)
C (1.084, 5.989, -2.978)
C (1.253, 4.694, -2.561)
C (1.417, 3.633, -3.466)
C (1.471, 3.811, -4.790)
H (0.898, 7.215, -4.800)
H (1.036, 6.808, -2.276)
H (1.141, 4.476, -1.510)
H (1.377, 2.645, -3.033)
H (1.481, 2.960, -5.455)
F (-2.718, -1.289, 5.802)
C (-3.556, -0.193, 5.590)
C (-4.635, 0.008, 6.526)
C (-5.332, 1.229, 6.454)
C (-5.034, 2.129, 5.420)
C (-4.064, 1.893, 4.396)
C (-3.283, 0.697, 4.537)
H (-4.678, -0.739, 7.305)
H (-6.090, 1.550, 7.153)
H (-5.649, 3.017, 5.436)
H (-4.011, 2.570, 3.555)
H (-2.401, 0.525, 3.938)
F (0.615, -8.213, 0.791)
C (-0.032, -7.595, 1.807)
C (-0.618, -8.308, 2.875)
C (-1.334, -7.652, 3.891)
C (-1.429, -6.287, 3.820)
C (-0.676, -5.567, 2.913)
C (0.078, -6.252, 1.950)
H (-0.540, -9.371, 3.044)
H (-1.917, -8.191, 4.623)
H (-1.931, -5.648, 4.531)
H (-0.754, -4.490, 2.946)
H (0.642, -5.673, 1.234)
F (5.259, -6.195, 0.743)
C (5.127, -4.804, 0.921)
C (3.849, -4.291, 1.171)
C (3.725, -2.908, 1.361)
C (4.818, -2.089, 1.289)
C (6.075, -2.592, 1.004)
C (6.231, -3.949, 0.760)
H (2.930, -4.857, 1.219)
H (2.762, -2.440, 1.504)
H (4.694, -1.017, 1.328)
H (6.939, -1.961, 0.857)
H (7.209, -4.368, 0.577)
F (-3.132, -0.632, -3.429)
C (-3.376, 0.694, -3.095)
C (-2.307, 1.506, -2.806)
C (-2.493, 2.769, -2.305)
C (-3.761, 3.195, -2.111)
C (-4.877, 2.407, -2.319)
C (-4.676, 1.143, -2.876)
H (-1.302, 1.194, -3.053)
H (-1.598, 3.338, -2.099)
H (-3.848, 4.166, -1.646)
H (-5.864, 2.799, -2.119)
H (-5.492, 0.599, -3.329)
C (6.212, 0.487, -3.220)
C (4.767, 0.610, -3.100)
N (3.576, 0.637, -3.035)
H (6.435, -0.109, -4.105)
H (6.594, 0.090, -2.279)
H (6.600, 1.472, -3.479)
C (2.971, -2.436, -2.707)
C (3.672, -2.829, -3.943)
N (4.307, -3.067, -4.937)
H (2.638, -3.297, -2.128)
H (2.095, -1.807, -2.863)
H (3.572, -1.753, -2.106)
C (-2.538, -3.850, -1.609)
C (-1.302, -3.516, -2.350)
N (-0.260, -3.270, -2.917)
H (-2.579, -3.914, -0.521)
H (-2.850, -4.853, -1.899)
H (-3.407, -3.277, -1.931)

Properties
lowest unoccupied orbital energy	0.375	eV
highest occupied orbital energy	-8.94	eV
ΔE to the lowest compared entry with this formula, charge and spin	75.0	kcal per mole
F_max	6.7	eV/Å
HOMO-LUMO gap	9.32	eV
structure (SMILES)	Fc1ccccc1.Fc1ccccc1.Fc1ccccc1.Fc1ccccc1.Fc1ccccc1.Fc1ccccc1.Fc1ccccc1.CC#N.CC#N.CC#N